Entry 1:
Molecular formula: C5H10O3Pt
Method: DFT, the ωB97M-V functional and the def2-TZVPD basis

```
! wB97M-V def2-TZVPD RIJCOSX def2/J DEFGRID3
* xyz 1 4
C 2.712 0.858 0.399
O 1.854 1.860 -0.033
C 2.268 -0.519 -0.094
O 0.875 -0.649 0.247
C 0.002 -1.107 -0.678
C -1.412 -0.961 -0.269
O -1.666 0.444 -0.047
C -3.003 0.744 0.353
Pt 0.015 1.388 -0.020
H 2.775 0.821 1.505
H 3.742 1.009 0.024
H 2.813 -1.334 0.398
H 2.387 -0.589 -1.185
H 0.348 -1.631 -1.569
H -1.628 -1.488 0.677
H -2.083 -1.322 -1.060
H -3.083 1.830 0.450
H -3.701 0.386 -0.414
H -3.215 0.261 1.316
*
```

Calculated values
- lowest unoccupied orbital energy (alpha / beta) (eV) = -2.9 / -6.2
- ⟨S²⟩ = 3.761
- HOMO-LUMO gap (alpha / beta) (eV) = 9.485 / 8.049
- E_HOMO (alpha / beta) (Eh) = -0.4535 / -0.5223

Entry 2:
Molecular formula: C30H29N4O6RuS2
Method: DFT, the ωB97M-V functional and the def2-TZVPD basis

```
! wB97M-V def2-TZVPD RIJCOSX def2/J DEFGRID3
* xyz -2 2
Ru -0.235 0.277 0.995
O -2.464 -2.478 3.540
C -1.682 -1.968 2.731
N -1.378 -0.677 2.586
C -1.728 0.250 3.579
C -1.832 -0.047 4.935
C -2.064 0.965 5.851
C -2.203 2.277 5.416
C -2.112 2.574 4.067
C -1.868 1.561 3.142
N -1.635 1.764 1.771
C -2.142 2.850 1.168
O -3.042 3.584 1.589
C -1.500 3.212 -0.143
C -1.759 4.449 -0.723
C -1.071 4.795 -1.871
C -0.161 3.890 -2.402
C 0.011 2.672 -1.764
N -0.647 2.344 -0.655
C -0.936 -2.871 1.794
C -0.922 -4.242 2.019
C -0.161 -5.039 1.186
C 0.550 -4.439 0.154
C 0.458 -3.066 -0.002
N -0.271 -2.298 0.805
H -1.715 -1.069 5.258
H -2.112 0.731 6.908
H -2.362 3.075 6.132
H -2.212 3.589 3.717
H -2.482 5.095 -0.247
H -1.238 5.754 -2.346
H 0.411 4.116 -3.292
H 0.682 1.922 -2.156
H -1.503 -4.627 2.844
H -0.119 -6.112 1.335
H 1.168 -5.014 -0.521
H 0.975 -2.563 -0.806
C -2.150 -1.885 -2.103
C -1.585 -0.988 -3.202
C -2.114 0.440 -3.022
C -0.069 -1.025 -3.318
C 0.461 -1.416 -4.540
C 1.827 -1.468 -4.766
C 2.668 -1.109 -3.724
C 2.196 -0.700 -2.481
C 3.224 -0.292 -1.443
C 3.222 -1.195 -0.210
C 3.112 1.183 -1.057
C 0.796 -0.643 -2.246
O 0.271 -0.233 -1.126
H -3.243 -1.880 -2.133
H -1.831 -1.525 -1.127
H -1.807 -2.916 -2.219
H -1.967 -1.367 -4.157
H -1.880 0.796 -2.020
H -3.200 0.468 -3.156
H -1.659 1.121 -3.743
H -0.224 -1.689 -5.338
H 2.225 -1.772 -5.727
H 3.743 -1.139 -3.877
H 4.201 -0.418 -1.925
H 2.289 -1.097 0.352
H 4.031 -0.929 0.468
H 3.336 -2.244 -0.501
H 2.191 1.369 -0.502
H 3.114 1.812 -1.952
H 3.938 1.472 -0.411
O 3.468 1.516 4.187
S 3.464 0.764 2.948
O 3.697 -0.663 3.094
O 4.204 1.391 1.866
S 1.354 1.021 2.515
*
```

Calculated values
- lowest unoccupied orbital energy (alpha / beta) (eV) = 4.3 / 4.5
- ⟨S²⟩ = 0.786
- HOMO-LUMO gap (alpha / beta) (eV) = 6.642 / 6.657
- E_HOMO (alpha / beta) (Eh) = -0.0855 / -0.0796

Entry 3:
Molecular formula: C8H6Cl2N5O2Sn
Method: DFT, the ωB97M-V functional and the def2-TZVPD basis

```
! wB97M-V def2-TZVPD RIJCOSX def2/J DEFGRID3
* xyz 1 1
Sn 0.871 0.016 0.218
N -1.830 2.826 -1.993
C -0.833 1.952 -2.082
N -0.601 1.458 -0.878
C -1.513 2.093 -0.085
N -2.277 2.934 -0.727
C -1.562 1.812 1.353
C -2.480 2.391 2.219
N -2.481 2.107 3.514
C -1.570 1.249 3.950
C -0.647 0.654 3.099
N -0.648 0.937 1.798
H -2.256 3.370 -2.726
H -0.327 1.696 -2.999
H -3.216 3.092 1.847
H -1.567 1.016 5.007
H 0.088 -0.050 3.464
Cl 0.970 -2.380 2.020
C -0.596 -3.000 1.369
Cl -1.940 -2.462 2.373
C -0.831 -2.567 -0.081
O -1.360 -3.346 -0.819
O -0.497 -1.334 -0.408
H -0.538 -4.081 1.420
*
```

Calculated values
- lowest unoccupied orbital energy (eV) = -4.3
- HOMO-LUMO gap (eV) = 9.028
- E_HOMO (Eh) = -0.4913

Entry 4:
Molecular formula: C19H29FN2O5S
Method: DFT, the ωB97M-V functional and the def2-TZVPD basis

```
! wB97M-V def2-TZVPD RIJCOSX def2/J DEFGRID3
* xyz 0 1
O 0.147 0.597 -2.877
C -0.096 1.257 -1.882
N -1.030 0.919 -0.967
C -1.887 -0.233 -1.172
C -1.287 -1.510 -0.596
C -1.100 -1.450 0.945
C -1.983 -2.602 1.440
C -1.310 -3.940 1.086
C -1.486 -4.006 -0.457
C -2.246 -2.700 -0.754
N -3.074 -2.544 0.455
C -4.289 -3.117 0.695
O -4.665 -3.393 1.820
C -5.192 -3.286 -0.526
C -6.479 -4.062 -0.156
C -7.569 -3.045 0.150
S -7.359 -1.857 -1.158
O -7.758 -2.479 -2.395
O -7.864 -0.556 -0.811
C -5.568 -1.892 -1.077
C 0.701 2.515 -1.567
F -0.002 3.291 -0.635
C 2.074 2.197 -0.983
C 2.970 1.428 -1.956
C 4.348 1.233 -1.343
O 4.952 2.463 -0.988
C 4.176 3.160 -0.033
C 2.787 3.482 -0.559
H -1.226 1.578 -0.234
H -2.851 -0.033 -0.702
H -2.041 -0.349 -2.246
H -0.349 -1.709 -1.116
H -0.063 -1.573 1.255
H -1.456 -0.498 1.342
H -2.343 -2.520 2.459
H -0.266 -3.964 1.396
H -1.828 -4.763 1.577
H -0.542 -4.054 -0.998
H -2.082 -4.871 -0.749
H -2.811 -2.692 -1.683
H -4.646 -3.845 -1.286
H -6.787 -4.680 -0.998
H -6.290 -4.697 0.705
H -8.583 -3.435 0.098
H -7.403 -2.532 1.098
H -5.265 -1.085 -0.411
H -5.197 -1.691 -2.081
H 0.792 3.106 -2.480
H 1.911 1.580 -0.089
H 2.538 0.463 -2.218
H 3.071 1.995 -2.886
H 4.273 0.591 -0.451
H 5.023 0.751 -2.049
H 4.096 2.559 0.886
H 4.725 4.070 0.206
H 2.878 4.147 -1.424
H 2.215 4.008 0.206
*
```

Calculated values
- lowest unoccupied orbital energy (eV) = 0.4
- HOMO-LUMO gap (eV) = 10.231
- E_HOMO (Eh) = -0.3597
- SMILES string = O=C(NC[C@H]1C[C@@H]2CC[C@H]1N2C(=O)[C@H]1CCS(=O)(=O)C1)[C@@H](F)C1CCOCC1

ΔE to the lowest compared entry with this formula, charge and spin? In order: 0.00 49.27 1.56 1.09 kcal/mol.
Total energy? In order: -14723.6354 -74081.0456 -50810.1716 -46945.0135 eV.